(1)
ORCA calculation (ωB97M-V/def2-TZVPD) on an isolated ion of composition C2H7IN3 and charge +1.

Output
Energy: -542.02704 Eh
HOMO level: -13.03 eV
Charge: +1
Energy relative to the best compared isomer or geometry (same formula, charge and spin): 206.9 kJ/mol
Gap between HOMO and LUMO: 7.70 eV
SMILES: N/[NH+]=C\[C@H](N)I

```
13
Properties=species:S:1:pos:R:3:forces:R:3:lowdin_charge:R:1
C 0.356324 -0.172631 0.832191 -1.782 -1.950 1.270 -0.147
C -0.858219 -0.156243 -0.019015 0.171 0.740 -2.281 -0.564
N 1.497325 0.255036 0.403874 0.312 0.021 2.821 -0.051
N -2.195272 -0.286211 0.295780 0.063 0.211 0.172 0.038
N 1.660524 0.803368 -0.802647 -0.640 -0.314 -1.399 0.106
I -0.139967 -2.017029 -1.436167 -0.226 0.596 0.485 0.633
H 0.367589 -0.716550 1.824927 0.026 0.808 -1.294 0.173
H -0.692877 0.680163 -0.730185 -0.650 -0.810 0.081 0.082
H 2.240891 0.020150 1.138091 -0.418 1.003 -2.271 0.238
H -2.404064 -0.529505 1.247463 -0.464 -0.372 -0.090 0.102
H -2.978113 -0.314100 -0.426336 1.982 0.144 1.443 0.160
H 0.772161 0.968223 -1.290813 1.013 -0.181 0.317 0.091
H 2.373699 1.465331 -1.037163 0.612 0.105 0.747 0.138
```
Forces are in eV/Å.

(2)
ORCA calculation (ωB97M-V/def2-TZVPD) on a 2-piece molecular cluster, C2H7IOSi overall.

Output
Energy: -742.76160 Eh
HOMO level: -8.94 eV
Energy relative to the best compared isomer or geometry (same formula, charge and spin): 217.3 kJ/mol
Gap between HOMO and LUMO: 7.56 eV

```
12
Properties=species:S:1:pos:R:3:forces:R:3:lowdin_charge:R:1
C -0.832102 0.877938 -0.500364 0.158 -0.186 2.387 -0.077
C -1.444364 -0.119614 0.541591 0.059 1.259 0.091 -0.343
O -1.537933 -1.410423 0.076100 -0.515 -1.874 -0.508 -0.089
Si 2.607620 -0.748497 -0.044584 -0.032 -1.892 -0.165 0.182
I 5.018966 -1.202765 0.326652 -0.243 0.085 -0.029 0.177
H 0.194432 1.127850 -0.257637 0.279 0.018 -0.106 0.020
H -0.889108 0.562308 -1.517296 -0.278 -0.486 -0.629 0.065
H -1.419182 1.765431 -0.356566 -0.039 0.722 -0.378 0.060
H -2.438563 0.288282 0.752034 -0.327 -0.478 -0.272 0.097
H -1.034428 -0.177634 1.580328 0.645 0.557 -0.869 0.116
H 2.754640 0.659804 0.080455 0.260 1.791 0.192 -0.288
H -0.979976 -1.622681 -0.680711 0.032 0.483 0.288 0.079
```
Forces are in eV/Å.

(3)
ORCA calculation (ωB97M-V/def2-TZVPD) on a 2-piece molecular cluster, C2H7IOSi overall.

Output
Energy: -742.75115 Eh
HOMO level: -8.71 eV
Energy relative to the best compared isomer or geometry (same formula, charge and spin): 244.7 kJ/mol
Gap between HOMO and LUMO: 7.58 eV

```
12
Properties=species:S:1:pos:R:3:forces:R:3:lowdin_charge:R:1
C -2.096376 -0.258229 -0.064733 0.140 -0.477 -1.101 -0.086
C -0.611124 0.155859 -0.229373 1.076 -4.143 1.171 -0.297
O -0.018521 0.222699 1.086426 -1.152 -0.357 0.322 -0.124
Si 3.772659 1.285236 -0.189802 1.620 0.074 1.784 0.231
I 4.466250 -1.080380 0.434951 -0.284 0.684 -0.285 0.093
H -2.505932 -0.710340 -1.024469 0.353 0.858 1.124 0.092
H -2.191550 -1.098201 0.698240 0.403 0.974 -0.842 0.093
H -2.691001 0.579332 0.287890 -0.283 -0.008 -0.127 0.066
H -0.179130 0.998537 -0.648300 -0.625 2.055 -1.631 0.076
H -0.073537 -0.721208 -0.727316 -0.758 0.941 0.170 0.120
H 2.836690 0.903961 -1.170359 -1.405 -0.788 -1.465 -0.316
H -0.708432 -0.277270 1.546848 0.915 0.188 0.879 0.052
```
Forces are in eV/Å.

(4)
ORCA calculation (ωB97M-V/def2-TZVPD) on a 2-piece molecular cluster, C2H7IP2 overall.

Output
Energy: -1060.65049 Eh
HOMO level (alpha / beta): -9.45 / -6.89 eV
Energy relative to the best compared isomer or geometry (same formula, charge and spin): 345.7 kJ/mol
Gap between HOMO and LUMO (alpha / beta): 8.86 / 3.44 eV

```
12
Properties=species:S:1:pos:R:3:forces:R:3:lowdin_charge:R:1
C 0.366105 1.088472 -0.344295 0.121 -0.172 2.978 -0.185
C 0.693150 -0.068264 0.601963 -1.799 -1.285 -2.545 -0.855
P -0.621361 -1.200331 1.291669 -1.182 1.294 1.138 0.617
P 1.079309 -1.657683 -0.317091 2.082 -0.648 0.842 0.656
I -2.297754 0.911321 -3.677126 0.002 -0.011 0.002 0.041
H 0.483038 2.046157 0.141623 -0.302 0.307 0.255 0.075
H -0.587541 0.936006 -0.681406 -2.848 0.108 -0.690 -0.011
H 0.899384 1.126810 -1.215582 2.076 -0.260 -2.068 0.028
H 1.541747 0.120731 1.121661 2.175 0.560 2.292 0.001
H -0.141154 -1.533084 2.599412 0.184 0.037 -0.621 -0.091
H -1.706008 -0.334766 1.865351 0.742 -0.253 -0.369 -0.086
H 0.291087 -1.435370 -1.386178 -1.249 0.322 -1.214 -0.189
```
Forces are in eV/Å.

(5)
ORCA calculation (ωB97M-V/def2-TZVPD) on a 2-piece molecular cluster, C2H7IP2 overall.

Output
Energy: -1060.68727 Eh
HOMO level (alpha / beta): -8.47 / -8.57 eV
Energy relative to the best compared isomer or geometry (same formula, charge and spin): 249.2 kJ/mol
Gap between HOMO and LUMO (alpha / beta): 6.60 / 8.27 eV

```
12
Properties=species:S:1:pos:R:3:forces:R:3:lowdin_charge:R:1
C -0.060558 2.584833 -1.121521 -0.246 0.200 -0.174 0.023
C -0.160398 -2.873355 0.972756 0.193 0.138 -0.084 -0.524
P 1.072706 -0.119682 0.827707 0.024 0.809 -0.081 0.450
P 0.118410 -1.618746 -0.362501 -0.514 -0.471 -0.148 0.039
I 2.087356 -2.665222 -1.429837 0.059 0.095 0.017 0.248
H -0.554774 2.062564 -1.917108 -0.062 -0.200 -0.169 -0.011
H 0.909231 3.002969 -1.292999 0.314 0.091 -0.015 -0.013
H -0.649567 2.935151 -0.297915 -0.099 0.076 0.255 -0.013
H 0.715086 -2.984493 1.613106 -0.042 -0.076 -0.007 0.011
H -0.416481 -3.831258 0.524086 0.005 -0.021 -0.011 0.016
H -1.002052 -2.528237 1.574563 -0.031 0.019 -0.002 0.020
H 0.723084 0.965147 -0.102678 0.399 -0.661 0.420 -0.247
```
Forces are in eV/Å.

(6)
ORCA calculation (ωB97M-V/def2-TZVPD) on C2H7InO2 as an isolated structure.

Output
Energy: -420.90705 Eh
HOMO level: -7.71 eV
Energy relative to the best compared isomer or geometry (same formula, charge and spin): 10.9 kJ/mol
Gap between HOMO and LUMO: 8.11 eV

```
12
Properties=species:S:1:pos:R:3:forces:R:3:lowdin_charge:R:1
C 2.486142 0.373554 0.509742 -0.786 2.323 1.623 -0.323
H 2.946181 0.103629 1.478950 -0.290 -0.701 -0.380 0.091
H 3.339072 0.551936 -0.169945 -0.977 1.176 0.518 -0.096
H 1.955995 1.303341 0.762151 0.411 0.227 -0.301 0.097
O 3.126860 -2.826047 -0.694340 -2.219 -4.255 -0.304 -0.548
In 4.019437 -1.199387 -0.770979 3.590 1.650 -1.618 0.862
H 1.258596 -1.192607 0.585304 0.696 1.611 -1.810 0.145
O 1.537390 -0.472830 -0.083730 -0.486 -2.418 1.640 -0.173
C 3.196111 -3.934808 -1.578651 0.251 -0.450 0.322 -0.254
H 2.196030 -4.311771 -1.870517 0.330 0.391 0.128 0.073
H 3.773154 -3.737397 -2.505166 -0.300 0.146 0.270 0.057
H 3.716352 -4.784685 -1.093708 -0.221 0.301 -0.086 0.070
```
Forces are in eV/Å.